C46H37N2O3P2S3SbSe4Ti as an isolated structure, computed with ωB97M-V with the def2-TZVPD basis set.

```
99
Properties=species:S:1:pos:R:3:forces:R:3
Ti -0.65618 0.49674 -0.52885 -0.44 0.04 0.66
O 1.27419 0.04169 -1.40337 -0.44 -0.28 -0.65
S 2.00013 0.49240 -0.14620 0.50 0.45 0.72
C 3.03965 -0.80553 0.47447 0.05 -0.07 0.04
C 4.20943 -0.47423 1.15689 -0.05 0.02 -0.02
C 4.91618 -1.46166 1.81959 -0.01 -0.04 0.00
C 4.44486 -2.76650 1.81471 0.05 0.02 0.02
C 3.25231 -3.07181 1.18230 -0.04 0.04 -0.04
C 2.50564 -2.09840 0.51547 0.18 -0.07 0.02
P 0.84293 -2.49998 -0.17787 0.01 -0.01 0.02
C 0.36449 -3.90514 0.88288 -0.03 -0.02 -0.08
C 0.05069 -3.59110 2.20523 -0.05 -0.02 0.04
C -0.41328 -4.57151 3.06591 0.01 0.03 0.00
C -0.58510 -5.87220 2.60884 0.00 -0.02 -0.01
C -0.28153 -6.18823 1.29338 0.01 0.00 0.01
C 0.19458 -5.20934 0.42959 0.05 0.02 0.07
C 1.30210 -3.27933 -1.76332 -0.07 -0.04 0.02
C 2.60629 -3.42295 -2.22738 -0.02 0.02 -0.01
C 2.84979 -3.99494 -3.46907 0.01 0.00 -0.01
C 1.79655 -4.43815 -4.25403 0.00 0.00 0.00
C 0.49269 -4.30546 -3.79605 0.00 0.01 0.01
C 0.24843 -3.72337 -2.56304 0.02 -0.03 -0.03
C 3.04444 1.84051 -0.66012 -0.09 -0.08 0.05
C 4.37775 1.72755 -1.02853 0.01 -0.04 -0.01
C 5.06862 2.87326 -1.38544 -0.01 0.02 0.00
C 4.42507 4.10538 -1.37080 -0.02 -0.01 0.01
C 3.07736 4.19046 -1.05824 0.04 -0.05 -0.01
C 2.35248 3.05117 -0.71765 0.09 0.18 -0.03
P 0.50978 3.06239 -0.52014 0.08 -0.11 -0.02
C 0.01950 4.15898 -1.88684 -0.10 -0.04 0.07
C 0.65623 4.07644 -3.12395 0.01 -0.04 0.00
C 0.15059 4.76576 -4.21549 0.02 0.00 -0.04
C -0.99985 5.53108 -4.08758 -0.01 -0.01 0.03
C -1.64761 5.60697 -2.86271 0.03 0.02 -0.02
C -1.14340 4.92226 -1.76835 0.02 0.02 0.07
C 0.29211 3.96662 1.03651 -0.08 -0.03 -0.04
C 0.29273 5.35650 1.12153 0.14 -0.03 0.03
C 0.13955 5.97112 2.35499 0.01 0.02 -0.03
C -0.01167 5.20303 3.50111 0.01 -0.02 0.02
C -0.01415 3.81808 3.41764 0.00 0.00 0.01
C 0.13072 3.19564 2.18711 -0.13 0.03 -0.02
H 4.55637 0.54798 1.19355 0.01 -0.01 0.00
H 5.82785 -1.20639 2.34264 0.00 0.00 0.00
H 4.99554 -3.54570 2.32521 0.00 0.00 0.00
H 2.87021 -4.08388 1.22226 0.00 0.00 -0.01
H 0.16464 -2.57310 2.56179 0.00 0.01 0.00
H -0.66210 -4.31423 4.08789 0.00 0.00 0.00
H -0.96291 -6.63562 3.27650 0.00 0.00 0.00
H -0.41636 -7.20005 0.93308 0.00 0.00 0.00
H 0.43346 -5.46616 -0.59383 -0.01 -0.01 -0.01
H 3.44082 -3.08611 -1.62605 0.00 0.00 0.00
H 3.86827 -4.09531 -3.82195 0.00 0.00 0.00
H 1.99003 -4.88366 -5.22111 0.00 0.00 0.00
H -0.33615 -4.64540 -4.40375 0.00 0.00 0.00
H -0.77219 -3.61599 -2.21581 -0.03 0.01 0.01
H 4.86794 0.76423 -1.04300 0.01 0.00 0.00
H 6.10877 2.80510 -1.67418 0.00 0.00 0.00
H 4.97013 5.00257 -1.63345 0.01 -0.01 0.00
H 2.57043 5.14583 -1.10629 0.00 0.00 -0.01
H 1.53862 3.46064 -3.25105 0.00 0.00 0.01
H 0.65154 4.68972 -5.17203 -0.01 0.00 0.00
H -1.40069 6.05526 -4.94529 0.00 0.00 0.00
H -2.56393 6.17233 -2.75370 0.00 -0.02 0.00
H -1.68390 4.95425 -0.83099 0.00 0.04 -0.03
H 0.40821 5.95622 0.22666 -0.04 0.01 0.02
H 0.12789 7.05127 2.41957 0.00 0.00 0.00
H -0.14358 5.68628 4.46058 0.00 0.01 0.00
H -0.15757 3.21836 4.30719 0.00 0.00 0.00
H 0.06320 2.11497 2.11779 0.03 0.00 0.02
O -0.09003 -0.68607 3.96961 -0.02 0.00 -0.02
C -1.43633 -0.80164 4.19591 -0.01 0.02 0.02
C -1.92610 -0.89453 5.49307 -0.02 0.00 -0.01
C -3.28662 -1.02489 5.71967 0.03 0.00 0.00
C -4.16835 -1.06865 4.65075 -0.03 -0.01 -0.01
C -3.67730 -0.98531 3.35923 -0.01 -0.03 0.00
C -2.31316 -0.85434 3.10942 0.20 0.00 0.03
C -1.85332 -0.74051 1.70347 -0.12 -0.14 -0.02
O -0.85388 0.05258 1.42643 0.06 0.14 -0.51
N -2.52886 -1.40732 0.81326 0.10 -0.03 0.27
N -2.09279 -1.04604 -0.44575 0.10 0.05 -0.47
C -2.68010 -1.58622 -1.45124 -0.12 0.02 0.26
S -3.96443 -2.75037 -1.33730 0.09 0.06 -0.09
C -4.23068 -2.82531 -3.14273 -0.08 0.03 0.02
C -3.79986 -1.50515 -3.76075 -0.01 -0.06 0.12
S -2.18259 -1.10282 -3.04232 -0.04 0.01 -0.34
H 0.35935 -0.69177 4.82102 0.01 0.00 0.01
H -1.23221 -0.86156 6.32697 0.00 0.00 0.00
H -3.65371 -1.08776 6.73582 0.00 0.00 0.00
H -5.23233 -1.15875 4.82032 0.00 0.00 0.00
H -4.34537 -1.00843 2.50901 0.00 0.00 0.00
H -5.29822 -2.98115 -3.29966 0.01 -0.02 0.02
H -3.67967 -3.67016 -3.55483 0.02 0.01 0.00
H -4.49479 -0.70596 -3.50259 0.03 -0.02 -0.03
H -3.68899 -1.56735 -4.84188 0.02 -0.03 0.00
Se -4.53265 2.24140 -4.05232 -0.06 -0.04 0.21
Sb -4.85114 2.44553 -1.55434 0.25 -0.23 -0.36
Se -5.21451 4.67797 -0.83048 -0.09 0.02 0.07
Se -6.15641 0.43248 -1.35547 0.08 0.18 -0.01
Se -2.42459 2.11447 -0.71763 -0.09 0.15 0.03
```
Positions in Å, forces in eV/Å.

electronic energy: -14683.12478 Ha
2S+1: 3
<S²>: 2.01
highest occupied orbital energy (alpha / beta): -6.980 / -6.927 eV
ΔE to the lowest compared entry with this formula, charge and spin: 12.1 kcal/mol